Record 1
Entry from the Open Molecules 2025 dataset: a molecular structure, C38H35INNiP2S (wB97M-V/def2-TZVPD).

- relative energy (zero: lowest compared OMol25 entry of this formula, charge and spin) (kcal per mole) = 0.0
- HOMO-LUMO gap (eV) = 7.7
- total charge = +1
- highest occupied orbital energy (eV) = -10.5

Atoms and positions in Å:
Ni: 0.18 1.61 0.64
C: 0.85 -3.69 -4.97
S: -0.68 -3.95 -4.06
C: 0.01 -4.30 -2.42
C: 0.51 -3.06 -1.68
C: -0.62 -2.07 -1.40
N: -0.18 -0.88 -0.66
P: -0.27 -0.46 0.99
C: -1.81 -1.16 1.59
C: -2.96 -0.37 1.56
C: -4.18 -0.92 1.91
C: -4.26 -2.26 2.29
C: -3.11 -3.04 2.32
C: -1.89 -2.50 1.97
C: 1.08 -1.32 1.84
C: 1.04 -1.49 3.23
C: 2.11 -2.06 3.89
C: 3.24 -2.45 3.18
C: 3.30 -2.26 1.80
C: 2.22 -1.69 1.14
P: 0.06 0.66 -1.32
C: 1.41 0.53 -2.50
C: 2.71 0.75 -2.04
C: 3.79 0.55 -2.88
C: 3.58 0.13 -4.19
C: 2.28 -0.09 -4.65
C: 1.20 0.11 -3.81
C: -1.41 1.14 -2.24
C: -2.64 0.53 -1.99
C: -3.79 0.99 -2.62
C: -3.71 2.07 -3.49
C: -2.49 2.69 -3.73
C: -1.34 2.22 -3.11
H: 0.58 -3.47 -6.00
H: 1.47 -4.59 -4.95
H: 1.42 -2.85 -4.57
H: 0.82 -5.02 -2.54
H: -0.78 -4.79 -1.85
H: 1.28 -2.56 -2.28
H: 0.98 -3.35 -0.74
H: -1.42 -2.56 -0.84
H: -1.05 -1.73 -2.34
H: -2.89 0.68 1.28
H: -5.08 -0.31 1.90
H: -5.21 -2.68 2.57
H: -3.18 -4.08 2.62
H: -0.99 -3.11 2.01
H: 0.16 -1.19 3.79
H: 2.07 -2.20 4.96
H: 4.08 -2.89 3.70
H: 4.18 -2.56 1.25
H: 2.27 -1.54 0.07
H: 2.87 1.08 -1.01
H: 4.80 0.72 -2.53
H: 4.42 -0.02 -4.85
H: 2.12 -0.41 -5.68
H: 0.19 -0.05 -4.18
H: -2.71 -0.31 -1.31
H: -4.74 0.51 -2.43
H: -4.61 2.43 -3.98
H: -2.43 3.53 -4.41
H: -0.39 2.70 -3.31
I: 1.31 3.69 0.01
C: 1.19 4.41 1.96
C: 1.73 5.61 2.29
C: 1.60 6.06 3.62
C: 0.94 5.29 4.53
C: 0.37 4.05 4.18
C: -0.35 3.28 5.13
C: -0.90 2.10 4.75
C: -0.75 1.61 3.43
C: -0.05 2.29 2.45
C: 0.50 3.55 2.85
H: 2.24 6.22 1.56
H: 2.03 7.01 3.91
H: 0.82 5.64 5.55
H: -0.45 3.66 6.13
H: -1.47 1.51 5.47
H: -1.23 0.67 3.22

Record 2
Entry from the Open Molecules 2025 dataset: 2 unconnected molecules or ions with the total composition C38H35N2S at a distorted geometry (wB97M-V/def2-TZVPD).

- relative energy (zero: lowest compared OMol25 entry of this formula, charge and spin) (kcal per mole) = 0.0
- HOMO-LUMO gap (eV) = 4.5
- total charge = +1
- highest occupied orbital energy (eV) = -8.7

Atoms and positions in Å:
C: 0.43 0.24 6.21
C: -0.62 1.09 5.86
C: -1.54 0.71 4.88
C: -1.39 -0.52 4.23
C: -2.38 -0.87 3.15
N: -1.80 -1.61 2.00
C: -2.31 -2.98 1.73
C: -2.80 -3.20 0.32
C: -2.52 -4.41 -0.32
C: -2.84 -4.58 -1.67
C: -3.50 -3.55 -2.36
C: -3.92 -2.41 -1.67
C: -3.57 -2.23 -0.33
C: -0.82 -1.08 1.28
C: -0.14 -1.80 0.27
C: 0.28 -1.24 -0.92
C: 0.75 -2.09 -2.00
C: 0.63 -1.71 -3.37
C: 1.07 -2.55 -4.39
C: 1.60 -3.82 -4.09
C: 1.67 -4.23 -2.75
C: 1.30 -3.37 -1.73
C: -0.36 -1.40 4.60
C: 0.56 -1.00 5.58
H: 1.15 0.54 6.98
H: -0.74 2.06 6.36
H: -2.36 1.36 4.59
H: -3.20 -1.49 3.54
H: -2.83 0.06 2.77
H: -1.50 -3.69 1.95
H: -3.12 -3.16 2.45
H: -2.02 -5.21 0.24
H: -2.58 -5.51 -2.18
H: -3.71 -3.66 -3.43
H: -4.51 -1.64 -2.17
H: -3.85 -1.32 0.21
H: -0.55 -0.04 1.49
H: 0.01 -2.87 0.44
H: 0.17 -0.16 -1.08
H: 0.19 -0.74 -3.60
H: 1.01 -2.23 -5.43
H: 1.94 -4.48 -4.89
H: 2.05 -5.22 -2.50
H: 1.45 -3.67 -0.69
H: -0.27 -2.37 4.11
H: 1.37 -1.68 5.85
C: -0.86 4.15 -1.95
N: 0.07 3.79 -0.88
C: -0.01 4.35 0.40
C: 1.04 3.93 1.22
C: 1.11 4.35 2.55
C: 0.04 5.10 3.07
C: -1.03 5.48 2.25
C: -1.05 5.14 0.89
S: 2.12 2.83 0.38
C: 1.10 2.89 -1.07
C: 1.28 2.07 -2.18
C: 2.58 1.78 -2.74
C: 3.73 2.53 -2.38
C: 5.00 2.05 -2.66
C: 5.16 0.84 -3.35
C: 4.04 0.20 -3.90
C: 2.77 0.73 -3.67
H: -0.45 3.87 -2.92
H: -1.83 3.65 -1.80
H: -1.04 5.23 -1.94
H: 1.98 4.08 3.15
H: 0.05 5.39 4.12
H: -1.86 6.05 2.68
H: -1.86 5.45 0.23
H: 0.40 1.67 -2.68
H: 3.59 3.48 -1.86
H: 5.87 2.62 -2.33
H: 6.16 0.43 -3.50
H: 4.15 -0.71 -4.49
H: 1.89 0.29 -4.16

Record 3
Entry from the Open Molecules 2025 dataset: a molecular structure, C38H35N5O5S2Zr at a distorted geometry (wB97M-V/def2-TZVPD).

- relative energy (zero: lowest compared OMol25 entry of this formula, charge and spin) (kcal per mole) = 46.1
- HOMO-LUMO gap (eV) = 7.4
- highest occupied orbital energy (eV) = -7.6

Atoms and positions in Å:
Zr: 0.10 0.14 0.12
C: -2.68 3.15 -1.09
C: -1.24 2.93 -1.44
N: -0.92 1.91 -2.13
N: 0.24 1.99 -2.91
C: 1.31 1.33 -2.84
S: 2.00 0.23 -1.64
S: 2.41 1.48 -4.26
C: 1.19 1.30 -5.60
C: 0.98 -0.12 -6.03
C: 1.74 -0.68 -7.05
C: 1.59 -2.02 -7.39
C: 0.67 -2.81 -6.72
C: -0.11 -2.25 -5.71
C: 0.06 -0.92 -5.36
C: -0.24 3.89 -0.93
C: -0.25 5.25 -1.18
C: 0.74 6.07 -0.64
C: 1.73 5.50 0.15
C: 1.73 4.14 0.43
C: 0.73 3.33 -0.09
O: 0.65 2.03 0.26
H: -3.31 2.39 -1.53
H: -2.97 4.13 -1.49
H: -2.84 3.19 -0.01
H: 1.54 1.93 -6.41
H: 0.27 1.73 -5.20
H: 2.46 -0.07 -7.58
H: 2.20 -2.45 -8.18
H: 0.55 -3.86 -6.98
H: -0.84 -2.86 -5.19
H: -0.54 -0.49 -4.56
H: -1.01 5.68 -1.82
H: 0.74 7.13 -0.84
H: 2.52 6.12 0.56
H: 2.49 3.68 1.05
O: -4.12 1.34 1.39
C: -4.80 0.77 0.36
C: -6.18 0.94 0.36
C: -6.94 0.41 -0.66
C: -6.35 -0.29 -1.70
C: -4.98 -0.47 -1.69
C: -4.18 0.05 -0.67
C: -2.72 -0.22 -0.66
O: -1.98 0.44 0.23
N: -2.24 -1.11 -1.46
N: -0.88 -1.33 -1.20
C: -0.37 -2.38 -1.75
C: 0.95 -2.88 -1.43
C: 1.53 -3.84 -2.28
C: 2.78 -4.35 -2.02
C: 3.46 -3.92 -0.88
C: 2.89 -3.02 0.00
C: 1.63 -2.48 -0.27
O: 1.07 -1.62 0.58
H: -3.17 1.20 1.22
H: -6.62 1.51 1.17
H: -8.02 0.55 -0.64
H: -6.95 -0.70 -2.50
H: -4.49 -1.03 -2.48
H: -1.00 -2.92 -2.45
H: 0.98 -4.15 -3.16
H: 3.23 -5.07 -2.70
H: 4.46 -4.30 -0.67
H: 3.41 -2.71 0.89
O: -0.90 -1.01 2.16
C: -1.68 -0.55 3.28
C: -0.94 0.46 4.14
C: -0.40 1.67 3.35
C: 1.09 1.54 3.12
C: 2.00 2.33 3.80
C: 3.36 2.12 3.59
C: 3.76 1.13 2.72
C: 2.78 0.38 2.09
N: 1.47 0.57 2.28
H: -0.11 -1.48 2.47
H: -1.97 -1.42 3.88
H: -2.58 -0.13 2.85
H: -0.11 -0.05 4.64
H: -1.63 0.79 4.92
H: -0.61 2.60 3.86
H: -0.89 1.73 2.38
H: 1.65 3.10 4.47
H: 4.09 2.73 4.11
H: 4.80 0.93 2.53
H: 3.04 -0.40 1.38

LUMO / Eh: -0.1014, -0.1534, -0.0088
Total energy / eV: -120017.1802, -53782.2247, -80617.5112